# 1
DFT (ωB97M-V with the def2-TZVPD basis set) results for C24H27CdN9O5S3 as an isolated structure.

Values from the calculation:
ΔE to the lowest compared entry with this formula, charge and spin	0.0	kcal/mol
net charge	-2
highest occupied orbital energy	-2.395	eV
Kohn-Sham gap	6.113	eV

CARTESIAN COORDINATES (ANGSTROEM)
Cd: -0.784 0.556 -0.971
O: -0.472 -0.605 1.244
C: -0.347 0.405 2.233
C: 0.545 1.541 1.760
N: 0.041 2.222 0.569
C: -1.089 3.104 0.848
C: -2.448 2.369 0.923
O: -3.289 2.828 1.703
O: -2.589 1.371 0.149
C: 1.139 2.835 -0.173
C: 2.042 1.772 -0.829
O: 3.230 2.069 -0.989
O: 1.489 0.672 -1.155
H: 0.377 -1.105 1.192
H: -1.355 0.752 2.459
H: 0.085 -0.015 3.148
H: 0.690 2.263 2.580
H: 1.520 1.113 1.518
H: -0.944 3.669 1.777
H: -1.177 3.814 0.022
H: 0.720 3.448 -0.974
H: 1.764 3.476 0.461
S: 1.821 -2.733 1.420
C: 3.021 -2.735 0.171
N: 4.244 -3.043 0.418
N: 5.150 -3.125 -0.662
C: 5.673 -1.984 -1.292
C: 6.811 -2.171 -2.086
C: 7.386 -1.112 -2.768
C: 6.836 0.161 -2.679
C: 5.708 0.351 -1.891
C: 5.130 -0.704 -1.197
N: 2.707 -2.425 -1.218
N: 1.510 -2.354 -1.480
C: 1.251 -2.023 -2.848
C: 2.026 -1.099 -3.539
C: 1.680 -0.774 -4.840
C: 0.582 -1.369 -5.448
C: -0.185 -2.291 -4.750
C: 0.140 -2.607 -3.440
H: 5.910 -3.698 -0.329
H: 7.226 -3.170 -2.180
H: 8.261 -1.290 -3.383
H: 7.272 0.990 -3.223
H: 5.225 1.317 -1.805
H: 4.244 -0.506 -0.609
H: 2.847 -0.616 -3.029
H: 2.252 -0.023 -5.371
H: 0.305 -1.086 -6.456
H: -1.054 -2.741 -5.215
H: -0.454 -3.301 -2.860
C: -5.510 -2.169 -3.757
C: -5.474 -1.760 -2.285
C: -4.121 -1.968 -1.682
N: -3.158 -1.141 -1.828
N: -1.990 -1.521 -1.220
C: -2.076 -2.684 -0.625
N: -1.082 -3.348 -0.024
S: -3.671 -3.381 -0.760
H: -6.500 -2.001 -4.185
H: -5.258 -3.225 -3.876
H: -4.784 -1.583 -4.320
H: -6.222 -2.314 -1.713
H: -5.705 -0.699 -2.183
H: -0.154 -2.932 0.137
H: -1.316 -4.099 0.599
S: -1.253 1.402 -3.399
C: -1.155 3.031 -3.010
N: -1.088 4.162 -2.754

Which charges does Mulliken predict for the atoms? In e, they are: atom 1 (Cd): 2.29, atom 2 (O): -0.18, atom 3 (C): -1.05, atom 4 (C): -0.66, atom 5 (N): 0.46, atom 6 (C): -0.79, atom 7 (C): 0.42, atom 8 (O): -0.80, atom 9 (O): -0.75, atom 10 (C): -0.79, atom 11 (C): 0.17, atom 12 (O): -0.69, atom 13 (O): -0.51, atom 14 (H): -0.21, atom 15 (H): 0.37, atom 16 (H): 0.46, atom 17 (H): 0.30, atom 18 (H): 0.44, atom 19 (H): 0.18, atom 20 (H): 0.46, atom 21 (H): 0.38, atom 22 (H): 0.21, atom 23 (S): -0.51, atom 24 (C): 0.55, atom 25 (N): -0.76, atom 26 (N): -0.10, atom 27 (C): 0.47, atom 28 (C): -0.76, atom 29 (C): -0.28, atom 30 (C): -0.69, atom 31 (C): -0.40, atom 32 (C): -0.15, atom 33 (N): -0.26, atom 34 (N): 0.18, atom 35 (C): -0.14, atom 36 (C): 0.34, atom 37 (C): -0.72, atom 38 (C): -0.40, atom 39 (C): -0.58, atom 40 (C): -0.29, atom 41 (H): 0.31, atom 42 (H): 0.29, atom 43 (H): 0.34, atom 44 (H): 0.38, atom 45 (H): 0.48, atom 46 (H): 0.38, atom 47 (H): 0.23, atom 48 (H): 0.36, atom 49 (H): 0.34, atom 50 (H): 0.37, atom 51 (H): 0.39, atom 52 (C): -1.03, atom 53 (C): -0.50, atom 54 (C): 0.34, atom 55 (N): -0.29, atom 56 (N): 0.10, atom 57 (C): 0.03, atom 58 (N): -0.29, atom 59 (S): -0.34, atom 60 (H): 0.34, atom 61 (H): 0.30, atom 62 (H): 0.30, atom 63 (H): 0.34, atom 64 (H): 0.25, atom 65 (H): -0.05, atom 66 (H): 0.17, atom 67 (S): -0.34, atom 68 (C): 0.35, atom 69 (N): -0.74

---

# 2
DFT (ωB97M-V with the def2-TZVPD basis set) results for a 2-piece molecular cluster, C18H27N5O3 overall.

Values from the calculation:
ΔE to the lowest compared entry with this formula, charge and spin	143.5	kcal/mol
SMILES string	NCCCC[C@]1(ON=O)CNC(=O)[C@@]1(N)c1ccccc1.CCCC#N
highest occupied orbital energy	-9.250	eV
Kohn-Sham gap	9.161	eV

CARTESIAN COORDINATES (ANGSTROEM)
N: -0.448 -2.516 -5.930
C: -1.439 -1.641 -5.275
C: -1.639 -2.029 -3.788
C: -0.432 -1.470 -2.993
C: -0.490 -1.850 -1.501
C: 0.686 -1.249 -0.660
O: -0.020 -0.326 0.227
N: -0.050 0.979 -0.243
O: -1.044 1.504 0.104
C: 1.812 -0.608 -1.495
N: 3.025 -0.644 -0.633
C: 2.890 -1.963 -0.031
O: 3.841 -2.699 0.056
C: 1.411 -2.241 0.366
N: 1.146 -3.656 0.196
C: 1.166 -1.791 1.804
C: 0.103 -2.294 2.511
C: -0.138 -1.866 3.786
C: 0.656 -0.937 4.406
C: 1.748 -0.460 3.721
C: 1.985 -0.890 2.441
H: 0.005 -3.103 -5.242
H: 0.269 -1.960 -6.375
H: -1.017 -0.629 -5.268
H: -2.411 -1.673 -5.773
H: -1.563 -3.120 -3.708
H: -2.572 -1.631 -3.387
H: -0.423 -0.377 -3.067
H: 0.452 -1.906 -3.464
H: -0.569 -2.936 -1.395
H: -1.424 -1.430 -1.118
H: 1.593 0.352 -1.956
H: 2.139 -1.214 -2.347
H: 2.900 0.145 -0.003
H: 1.956 -4.192 0.496
H: 1.002 -3.906 -0.776
H: -0.545 -3.023 2.038
H: -0.997 -2.241 4.336
H: 0.471 -0.585 5.414
H: 2.418 0.271 4.158
H: 2.853 -0.474 1.941
C: -1.641 3.965 1.650
C: -2.380 5.196 2.162
C: -1.437 6.317 2.612
C: -0.626 5.929 3.766
N: 0.014 5.622 4.667
H: -1.035 3.509 2.435
H: -2.350 3.216 1.304
H: -0.987 4.220 0.815
H: -3.038 4.909 2.985
H: -3.018 5.582 1.364
H: -2.024 7.197 2.879
H: -0.784 6.610 1.789

Which charges does Mulliken predict for the atoms? In e, they are: atom 1 (N): -0.67, atom 2 (C): -0.36, atom 3 (C): -1.01, atom 4 (C): -0.09, atom 5 (C): -1.34, atom 6 (C): 1.09, atom 7 (O): -0.11, atom 8 (N): 0.05, atom 9 (O): -0.31, atom 10 (C): -0.88, atom 11 (N): -0.45, atom 12 (C): -0.59, atom 13 (O): -0.54, atom 14 (C): 2.06, atom 15 (N): -0.70, atom 16 (C): -0.66, atom 17 (C): -0.09, atom 18 (C): -0.78, atom 19 (C): -0.46, atom 20 (C): -0.98, atom 21 (C): -0.06, atom 22 (H): 0.25, atom 23 (H): 0.26, atom 24 (H): 0.25, atom 25 (H): 0.33, atom 26 (H): 0.40, atom 27 (H): 0.43, atom 28 (H): 0.36, atom 29 (H): 0.18, atom 30 (H): 0.33, atom 31 (H): 0.35, atom 32 (H): 0.49, atom 33 (H): 0.32, atom 34 (H): 0.41, atom 35 (H): 0.30, atom 36 (H): 0.29, atom 37 (H): 0.43, atom 38 (H): 0.37, atom 39 (H): 0.43, atom 40 (H): 0.43, atom 41 (H): 0.25, atom 42 (C): -1.07, atom 43 (C): -0.46, atom 44 (C): -0.45, atom 45 (C): 0.26, atom 46 (N): -0.42, atom 47 (H): 0.34, atom 48 (H): 0.32, atom 49 (H): 0.31, atom 50 (H): 0.31, atom 51 (H): 0.32, atom 52 (H): 0.29, atom 53 (H): 0.27